12
Properties=species:S:1:pos:R:3 method="wB97M-V/def2-TZVPD" homo_lumo_gap_ev=10.24 smiles=CC(Cl)(Cl)CS relative_energy_ev=0.059
C -0.82987 0.84225 0.75918
C -0.45004 0.21208 -0.51229
Cl -0.66128 1.45972 -1.77828
Cl -1.49388 -1.16014 -0.73538
C 1.03982 -0.33187 -0.60173
S 1.58528 -1.27361 0.93660
H -0.36001 1.82760 0.95059
H -0.67438 0.13039 1.56054
H -1.85808 1.13071 0.84883
H 1.82789 0.50279 -0.53891
H 1.06869 -0.98106 -1.51785
H 0.80587 -2.35885 0.62870

12
Properties=species:S:1:pos:R:3 method="wB97M-V/def2-TZVPD" homo_lumo_gap_ev=9.97 relative_energy_ev=1.907
C 1.40521 1.95561 0.49301
C 1.36158 0.68929 0.25619
C -1.16818 -1.79261 0.24585
Si -0.68900 -0.24168 -0.67457
Cl -0.33758 -0.43047 -2.58396
Cl -2.14818 1.18544 -0.58898
H 2.25403 2.40022 0.96067
H 0.52738 2.60943 0.33100
H 2.28408 -0.00139 0.19188
H -2.06783 -2.34075 0.03606
H -0.27840 -2.31811 -0.01516
H -1.14312 -1.71499 1.34802

11
Properties=species:S:1:pos:R:3 method="wB97M-V/def2-TZVPD" homo_lumo_gap_ev=11.81 relative_energy_ev=1.933
C 1.19966 -0.55411 0.17638
C 0.14194 0.34322 -0.49740
C -1.15662 0.35701 0.30953
H 2.11915 -0.59842 -0.42579
H 1.63502 0.00890 1.16862
H 0.81242 -1.75638 0.45002
H 0.37293 1.56252 -1.04292
H -0.22615 -0.14231 -1.54378
H -1.04324 0.36104 1.46002
F -1.83012 1.52939 0.04431
Cl -2.02499 -1.11086 -0.09899

14
Properties=species:S:1:pos:R:3 method="wB97M-V/def2-TZVPD" homo_lumo_gap_ev=10.51 smiles="NN(C=O)C[C@@H](F)Cl" relative_energy_ev=1.826
N 0.72330 1.66877 0.31048
N 0.75227 0.31332 0.15643
C 1.60037 -0.21535 -0.81282
O 1.72491 -1.43590 -1.15523
C -0.31663 -0.52905 0.57500
C -1.46438 -0.70982 -0.30786
F -2.27510 -1.32591 0.57239
Cl -2.22114 0.60939 -1.13557
H -0.24003 2.13976 0.21797
H 0.84524 1.73167 1.42355
H 2.46374 0.50385 -1.08433
H 0.01652 -1.59926 0.93869
H -0.63624 0.18154 1.46718
H -0.97281 -1.33300 -1.16587

12
Properties=species:S:1:pos:R:3 method="wB97M-V/def2-TZVPD" homo_lumo_gap_ev=11.29 smiles=COC[C@@H](F)Cl relative_energy_ev=1.055
C -1.65412 -0.32587 -0.33657
O -0.61221 -0.86557 0.35555
C 0.32082 0.13075 0.67690
C 1.50652 0.21399 -0.25234
F 2.20757 1.36896 -0.01393
Cl 2.50335 -1.21986 0.00658
H -2.31688 -1.18853 -0.60922
H -2.14200 0.47293 0.24647
H -1.32058 0.15676 -1.27232
H 0.67147 0.00116 1.75193
H -0.27714 1.06378 0.72844
H 1.11321 0.19149 -1.28149

11
Properties=species:S:1:pos:R:3 method="wB97M-V/def2-TZVPD" homo_lumo_gap_ev=10.37 smiles="C=C=NC.Cl" relative_energy_ev=1.108
C 1.86823 -0.37109 -1.21497
C 0.84530 0.15950 -0.60840
N -0.09020 0.56932 0.03993
C -1.39138 -0.03518 -0.08128
H 2.27969 0.07595 -2.10721
H 2.34777 -1.15458 -0.73482
H -1.18708 -1.15147 -0.07962
H -1.80802 0.24163 -0.96863
H -2.10274 0.26692 0.80908
Cl -0.40694 0.61944 3.14186
H -0.35462 0.77955 1.80407